[1]
The following is a quantum chemistry calculation of a single C14H13NO4 molecule, from the Open Molecules 2025 dataset.

Geometry as XYZ:
```
32
C14H13NO4 | the Open Molecules 2025 dataset | wB97M-V/def2-TZVPD
C 3.991 -0.962 -0.362
C 3.349 0.066 0.575
O 3.447 -0.110 1.766
N 2.632 1.174 -0.020
C 2.634 2.359 0.844
C 1.307 0.708 -0.331
C 1.108 0.180 -1.588
C -0.103 -0.317 -2.008
O -0.189 -0.844 -3.262
C -1.164 -0.292 -1.113
C -0.971 0.225 0.158
C 0.245 0.725 0.551
C -2.089 0.236 1.183
O -2.000 0.864 2.214
C -3.283 -0.621 0.848
C -4.242 -0.950 1.975
C -3.465 -1.096 -0.377
C -2.518 -0.809 -1.502
O -2.862 -0.983 -2.658
H 3.382 -1.128 -1.256
H 3.975 -1.905 0.187
H 4.997 -0.665 -0.662
H 3.553 2.934 0.689
H 1.791 3.013 0.604
H 2.573 2.139 1.917
H 1.936 0.133 -2.289
H -0.738 -0.287 -3.825
H 0.360 1.133 1.550
H -5.291 -0.861 1.693
H -3.987 -0.353 2.855
H -4.048 -1.990 2.269
H -4.326 -1.713 -0.625
```

Output
HOMO level (eV): -9.4
Net charge: 0
Energy relative to the best compared isomer or geometry (same formula, charge and spin) (eV): 1.434
E_LUMO (eV): -1.13
Kohn-Sham gap (eV): 8.248
Total energy (eV): -24408.332

Here are the Mulliken charges for atoms 1 to 2, given in e: atom 1 (C): -0.938, atom 2 (C): 0.693



[2]
The following is a quantum chemistry calculation of a molecular structure, C35H20BrF4NO6PSW, from the Open Molecules 2025 dataset.

Geometry as XYZ:
```
70
C35H20BrF4NO6PSW | the Open Molecules 2025 dataset | wB97M-V/def2-TZVPD
W -0.819 0.350 0.451
F 5.130 2.432 -4.093
C 4.246 1.752 -3.391
C 4.255 0.366 -3.407
F 5.152 -0.288 -4.123
C 3.317 -0.324 -2.662
F 3.364 -1.653 -2.691
C 2.354 0.324 -1.892
P 1.150 -0.729 -1.004
C 0.473 -1.733 -2.362
C 0.080 -3.057 -2.194
C -0.464 -3.760 -3.259
C -0.621 -3.151 -4.494
C -0.232 -1.830 -4.668
C 0.311 -1.122 -3.610
C 2.174 -1.749 0.096
C 3.487 -1.360 0.362
C 4.255 -2.068 1.272
C 3.721 -3.167 1.929
C 2.411 -3.550 1.678
C 1.636 -2.844 0.774
C 2.368 1.718 -1.890
Br 1.140 2.741 -0.882
C 3.301 2.420 -2.631
F 3.310 3.747 -2.625
H 0.193 -3.559 -1.245
H -0.762 -4.790 -3.118
H -1.041 -3.705 -5.323
H -0.346 -1.349 -5.630
H 0.613 -0.095 -3.765
H 3.918 -0.496 -0.124
H 5.272 -1.756 1.467
H 4.322 -3.721 2.638
H 1.983 -4.401 2.192
H 0.610 -3.150 0.626
O -1.790 -3.494 1.223
C -1.719 -2.311 1.226
O -1.118 -1.582 0.261
C -2.280 -1.354 2.311
O -2.906 -1.701 3.256
O -1.972 -0.099 1.995
O -2.663 3.054 2.326
C -1.605 2.514 2.266
O -1.101 2.111 1.045
C -0.663 2.226 3.368
C -0.917 2.902 4.562
C -0.109 2.733 5.668
C 0.976 1.868 5.591
C 1.240 1.186 4.418
C 0.432 1.351 3.293
S 1.010 0.397 1.899
H -1.776 3.560 4.594
H -0.326 3.263 6.584
H 1.618 1.719 6.449
H 2.083 0.507 4.365
C -1.516 0.569 -1.583
C -2.785 1.148 -1.094
C -3.029 2.529 -1.202
C -4.147 3.083 -0.637
C -5.040 2.273 0.081
C -4.830 0.908 0.183
C -3.712 0.345 -0.417
C -6.185 2.871 0.704
N -7.104 3.350 1.197
H -0.953 1.214 -2.249
H -1.609 -0.436 -1.985
H -2.316 3.153 -1.726
H -4.344 4.143 -0.717
H -5.533 0.288 0.722
H -3.568 -0.729 -0.379
```

Output
HOMO level (eV): -11.8
Net charge: +1
Energy relative to the best compared isomer or geometry (same formula, charge and spin) (eV): 0.000
E_LUMO (eV): -5.04
Kohn-Sham gap (eV): 6.793
Total energy (eV): -153251.700

Here are the Mulliken charges for atoms 1 to 2, given in e: atom 1 (W): 2.416, atom 2 (F): -0.276



[3]
The following is a quantum chemistry calculation of 14 unconnected molecules or ions with the total composition C6H40N2O13, from the Open Molecules 2025 dataset.

Geometry as XYZ:
```
61
C6H40N2O13 | the Open Molecules 2025 dataset | wB97M-V/def2-TZVPD
C -3.241 0.412 0.903
C -1.721 0.563 0.505
C -1.240 -0.655 -0.193
C -1.053 -1.855 0.800
N 1.459 -0.383 3.151
C 0.931 -0.835 1.896
C -0.199 -1.553 1.992
N -1.616 1.696 -0.384
H -3.684 1.468 0.852
H -3.244 -0.191 1.862
H -3.948 -0.068 0.241
H -1.099 0.759 1.462
H -0.318 -0.680 -0.814
H -1.887 -0.982 -1.022
H -0.517 -2.658 0.178
H -2.101 -2.103 1.024
H 1.144 -0.992 3.909
H 2.510 -0.356 3.104
H 1.562 -0.616 1.027
H -0.640 -1.858 2.975
H -1.832 2.574 0.111
H -2.122 1.769 -1.242
H -1.422 5.025 0.311
H -1.924 4.798 1.751
O -1.928 4.401 0.874
H -1.652 -2.366 -2.601
H -2.045 -3.808 -2.526
O -1.649 -3.126 -1.970
H 0.081 4.487 2.218
H -0.694 3.296 2.919
O -0.288 4.162 3.047
H -3.914 -1.155 3.398
H -3.163 -2.147 4.297
O -3.154 -1.772 3.417
H 0.960 3.338 -1.971
H 0.222 2.344 -0.853
O 1.040 2.681 -1.285
H 1.733 2.119 1.668
H 2.071 2.845 0.420
O 1.693 3.017 1.300
H 1.843 -1.494 -3.759
H 1.501 -2.940 -3.377
O 2.011 -2.406 -4.051
H 2.266 -2.634 -0.692
H 3.298 -1.863 -1.496
O 3.126 -2.188 -0.603
H 0.308 -3.427 -1.924
H 1.410 -4.577 -1.992
O 1.256 -3.636 -1.947
H 4.509 -2.932 2.031
H 4.506 -1.931 0.849
O 4.446 -1.983 1.873
H 0.440 -2.164 -4.683
H -0.984 -1.467 -5.145
O -0.536 -2.241 -4.792
H 1.507 0.990 -1.909
H 2.581 0.076 -1.490
O 2.038 0.264 -2.258
H 1.025 5.560 -0.385
H 0.158 4.221 -0.388
O 0.178 5.179 -0.611
```

Output
HOMO level (eV): -7.8
Net charge: 0
Energy relative to the best compared isomer or geometry (same formula, charge and spin) (eV): 2.655
E_LUMO (eV): 0.18
Kohn-Sham gap (eV): 7.954
Total energy (eV): -36467.860

Here are the Mulliken charges for atoms 1 to 2, given in e: atom 1 (C): -0.763, atom 2 (C): 0.787